C4H5Br2N | ωB97M-V/def2-TZVPD

## Properties
- Relative energy (zero: lowest compared OMol25 entry of this formula, charge and spin): 50.9 kcal per mole
- E_HOMO: -0.3274 Eh
- Strongest force on any atom: 4.6 eV/A
- Spin multiplicity: 1
- E_LUMO: 0.513 eV
- Electronic energy: -5358.08451 Ha

```
12
Properties=species:S:1:pos:R:3:forces:R:3:nbo_charge:R:1
C 0.862 1.485 0.668 -0.98 0.82 2.85 0.381
C -1.516 -1.083 0.220 0.23 -0.16 -2.53 -0.450
C 1.652 1.632 -0.330 3.63 -2.37 -1.59 -0.513
C -0.775 -1.500 -0.810 0.33 -0.26 2.24 -0.211
N 0.226 1.711 1.689 -1.02 -1.70 0.47 -0.596
Br 0.819 1.492 -1.991 -0.28 0.33 -1.10 0.077
Br 0.984 -2.288 -0.567 -0.98 0.39 -0.16 0.009
H -0.289 0.881 2.126 0.99 1.40 -0.85 0.383
H -1.052 -1.314 1.138 -0.37 0.47 1.52 0.212
H -2.492 -0.604 -0.051 0.97 -0.61 0.97 0.238
H 2.727 1.135 -0.319 -2.36 1.54 0.20 0.272
H -1.146 -1.547 -1.773 -0.18 0.15 -2.01 0.199
```
Positions in Å, forces in eV/Å.